84
Properties=species:S:1:pos:R:3:mulliken_charge:R:1 method="wB97M-V/def2-TZVPD" total_charge=-1 e_homo_ha=-0.2008 lumo_ha=0.0690 gap_ev=7.3407
O 2.65 0.72 2.57 -0.906
S 3.13 1.41 1.37 1.375
O 3.61 2.75 1.67 -0.793
O 4.06 0.63 0.61 -0.649
C 1.69 1.63 0.32 -0.800
C 1.19 3.04 0.48 -0.538
C -0.14 3.45 -0.20 -1.696
C -1.30 2.55 0.07 0.811
C -1.56 1.47 -0.75 -0.014
C -2.60 0.65 -0.47 -0.644
C -3.40 0.85 0.61 -0.572
C -3.16 1.92 1.40 -0.796
C -2.12 2.76 1.12 -0.207
H 0.98 0.89 0.65 0.328
H 1.99 1.44 -0.70 0.315
H 1.12 3.26 1.54 0.369
H 1.95 3.68 0.04 0.312
H -0.37 4.42 0.24 0.442
H -0.02 3.57 -1.27 0.427
H -0.90 1.32 -1.58 0.502
H -2.77 -0.20 -1.11 0.266
H -4.21 0.17 0.80 0.590
H -3.81 2.12 2.24 0.361
H -1.95 3.59 1.78 0.373
C -2.71 -3.59 -0.07 -0.618
O -2.15 -2.36 0.34 -0.318
H -3.21 -3.44 -1.03 0.281
H -1.93 -4.35 -0.19 0.169
H -3.45 -3.93 0.66 0.265
H -1.72 -2.52 1.19 0.229
C -1.30 0.96 -4.73 -0.574
O -1.43 2.16 -3.99 -0.419
H -1.52 0.13 -4.07 0.173
H -2.00 0.94 -5.57 0.277
H -0.28 0.85 -5.12 0.289
H -1.24 2.90 -4.57 0.264
C 4.88 -1.42 4.83 -0.404
O 3.58 -1.23 4.29 -0.458
H 4.87 -2.26 5.53 0.250
H 5.57 -1.62 4.01 0.138
H 5.20 -0.52 5.37 0.196
H 3.69 -0.47 3.68 0.387
C 7.42 -1.03 1.65 -0.422
O 7.43 -0.52 2.98 -0.523
H 7.73 -2.07 1.68 0.320
H 6.42 -0.96 1.23 0.108
H 8.12 -0.47 1.02 0.238
H 7.15 0.40 2.93 0.298
C -7.33 -1.21 0.74 -0.710
O -6.01 -0.81 1.09 -0.507
H -7.70 -0.51 0.00 0.333
H -7.32 -2.22 0.31 0.269
H -7.98 -1.19 1.61 0.266
H -5.68 -1.43 1.74 0.234
C -10.78 -2.55 1.15 -0.551
O -9.94 -2.98 2.22 -0.494
H -10.17 -2.43 0.26 0.205
H -11.56 -3.29 0.97 0.299
H -11.24 -1.59 1.40 0.268
H -10.50 -3.07 3.00 0.291
C 6.26 0.65 -1.64 -0.384
O 7.70 0.63 -1.71 -0.621
H 5.94 -0.22 -1.07 0.184
H 5.92 1.55 -1.13 0.273
H 5.83 0.60 -2.64 0.200
H 7.97 1.41 -2.21 0.323
C 7.15 -0.05 -5.37 -0.577
O 8.26 0.06 -4.49 -0.524
H 7.52 0.03 -6.39 0.252
H 6.65 -1.02 -5.25 0.258
H 6.42 0.75 -5.19 0.243
H 7.93 -0.02 -3.58 0.376
C 0.48 -5.04 1.99 -0.537
O -0.46 -4.01 2.32 -0.443
H 0.28 -5.35 0.96 0.197
H 1.49 -4.66 2.07 0.263
H 0.35 -5.90 2.65 0.257
H -0.28 -3.74 3.22 0.268
C -3.72 4.21 -1.96 -0.287
O -4.66 3.47 -1.20 -0.603
H -4.27 4.88 -2.61 0.319
H -3.07 4.80 -1.30 0.193
H -3.10 3.54 -2.57 0.054
H -4.16 2.87 -0.63 0.411

---

17
Properties=species:S:1:pos:R:3:mulliken_charge:R:1 method="wB97M-V/def2-TZVPD" total_charge=+1 e_above_lowest_kcal_mol=14.1 e_homo_ha=-0.5844 lumo_ha=-0.1133 gap_ev=12.8197
C -1.92 -0.37 0.95 -0.917
N -0.60 0.08 0.39 -0.214
H -1.80 -1.35 1.39 0.354
H -2.17 0.30 1.77 0.382
H -2.68 -0.25 0.19 0.342
H -0.26 -0.61 -0.28 0.348
H 0.00 0.15 1.22 0.376
H -0.62 1.01 -0.06 0.365
H 0.50 -1.26 -2.35 0.305
H -0.94 -1.21 -2.93 0.314
O -0.37 -0.91 -2.21 -0.647
H 1.45 2.19 0.50 0.306
H 0.59 3.35 -0.10 0.305
O 0.56 2.45 0.21 -0.624
H 2.18 -2.00 0.33 0.314
H 2.33 -1.37 1.68 0.323
O 1.96 -1.18 0.81 -0.633

---

14
Properties=species:S:1:pos:R:3:mulliken_charge:R:1 method="wB97M-V/def2-TZVPD" e_above_lowest_kcal_mol=82.2 e_homo_ha=-0.3051 lumo_ha=0.0341 gap_ev=9.2310
C 2.42 0.04 -0.35 -0.013
C 1.35 -0.70 0.11 -0.574
C -0.03 -0.23 0.58 -0.386
C -2.40 0.84 0.13 -0.337
H 3.32 -0.63 -0.57 0.273
H 1.61 -1.79 -0.02 0.258
H -0.49 -1.00 1.36 0.265
H -0.06 0.93 0.89 0.375
H -0.43 -0.89 -1.53 0.327
H -3.21 1.47 0.09 0.340
H -1.85 0.87 1.12 0.217
N -0.89 -0.50 -0.60 0.143
N -1.86 0.27 -0.91 -0.662
F 2.50 1.33 -0.30 -0.225

---

12
Properties=species:S:1:pos:R:3:mulliken_charge:R:1 method="wB97M-V/def2-TZVPD" e_above_lowest_kcal_mol=78.5 smiles=Nc1ccc[nH]1 e_homo_ha=-0.2901 lumo_ha=0.0312 gap_ev=8.7437
C -0.65 0.18 -0.25 0.045
C 0.38 1.29 -0.11 -0.601
C 1.64 0.42 -0.12 -0.202
C 1.30 -0.87 -0.07 -0.291
H -2.18 0.30 0.98 0.295
H -2.69 0.55 -0.74 0.303
H 0.30 2.34 0.04 0.397
H 2.84 0.63 0.17 0.205
H 1.90 -1.80 0.17 0.316
H -0.69 -1.93 0.25 0.370
N -2.06 -0.10 -0.02 -0.635
N -0.08 -1.01 -0.27 -0.203

---

72
Properties=species:S:1:pos:R:3:mulliken_charge:R:1 method="wB97M-V/def2-TZVPD" total_charge=-2 multiplicity=6 s2=8.83 e_above_lowest_kcal_mol=55.3 e_homo_ha="0.0386 / 0.0008" lumo_ha="0.1638 / 0.1632" gap_ev="3.4070 / 4.4172"
Mn 0.49 0.85 1.25 -0.067
O -2.61 -1.49 2.41 -0.784
C -1.57 -0.84 2.29 0.238
N -0.63 -0.98 1.24 0.663
C -0.88 -1.95 0.33 -0.656
O -1.91 -2.61 0.20 -0.716
C 0.25 -2.42 -0.59 0.306
C 0.30 -3.77 -0.84 -0.344
C 1.38 -4.38 -1.49 -1.027
C 2.49 -3.56 -1.80 -0.530
C 2.41 -2.22 -1.61 -0.796
N 1.25 -1.61 -1.13 1.306
C -1.25 0.17 3.31 0.218
C -2.25 0.54 4.23 -1.189
C -2.01 1.48 5.19 -0.363
C -0.68 2.04 5.28 -0.864
C 0.25 1.64 4.34 -0.274
N 0.02 0.76 3.36 0.307
H -0.53 -4.36 -0.45 0.506
H 1.40 -5.45 -1.66 0.325
H 3.42 -3.98 -2.16 0.404
H 3.23 -1.54 -1.81 0.496
H -3.22 0.07 4.11 0.430
H -2.79 1.79 5.88 0.370
H -0.41 2.75 6.05 0.364
H 1.25 2.06 4.35 0.336
C 5.06 -0.96 1.67 -0.295
C 4.84 0.12 0.82 -0.797
C 3.56 0.64 0.67 0.482
C 2.43 0.13 1.33 0.328
C 2.70 -0.96 2.18 -0.055
C 3.97 -1.49 2.36 -0.686
H 6.06 -1.37 1.80 0.333
H 5.67 0.56 0.28 0.326
H 3.46 1.52 0.04 0.219
H 1.88 -1.41 2.73 0.213
H 4.12 -2.33 3.03 0.339
N -3.19 2.96 1.60 0.009
C -1.90 2.55 1.72 -0.822
N -1.54 1.72 0.79 0.231
C -2.68 1.51 0.01 0.032
C -2.93 0.63 -1.04 0.694
C -4.19 0.64 -1.61 -1.457
C -5.20 1.49 -1.15 -0.384
C -4.99 2.33 -0.07 -1.114
C -3.72 2.31 0.50 0.224
H -3.67 3.57 2.23 0.271
H -1.27 2.89 2.53 0.429
H -2.18 -0.08 -1.37 0.528
H -4.40 -0.04 -2.42 0.403
H -6.18 1.46 -1.61 0.364
H -5.78 2.96 0.32 0.360
C 2.10 -0.78 -4.74 -1.410
Ge 0.46 -0.54 -3.69 0.676
C -0.37 1.12 -4.33 -1.291
C -0.70 -2.08 -4.06 -1.174
C 0.91 -0.36 -1.77 -0.106
H 1.88 -0.73 -5.81 0.406
H 2.55 -1.75 -4.52 0.399
H 2.83 -0.01 -4.50 0.398
H -0.47 1.09 -5.42 0.398
H 0.25 1.97 -4.06 0.397
H -1.36 1.26 -3.90 0.344
H -0.83 -2.19 -5.14 0.450
H -1.68 -1.96 -3.59 0.306
H -0.24 -2.98 -3.66 0.320
H 0.08 0.12 -1.24 -0.842
H 1.75 0.33 -1.71 0.442
Cl 2.68 3.50 1.92 -0.343
C 1.15 2.87 1.08 -0.837
H 1.29 3.20 0.04 0.434
H 0.39 3.55 1.49 0.201

---

44
Properties=species:S:1:pos:R:3:mulliken_charge:R:1 method="wB97M-V/def2-TZVPD" total_charge=-1 e_above_lowest_kcal_mol=74.2 e_homo_ha=-0.2340 lumo_ha=0.1039 gap_ev=9.1951
C 0.52 -0.57 1.97 -0.585
C -0.75 -1.17 2.62 -0.155
C -1.21 -0.68 3.95 -0.099
O -0.73 0.22 4.57 -0.505
N 0.49 -0.50 0.54 0.691
C -0.55 -0.15 -0.30 0.975
O -0.41 -0.25 -1.57 -0.994
O -1.72 0.09 0.11 -1.243
H 0.78 0.35 2.54 0.177
H 1.45 -1.30 1.93 0.288
H -1.62 -1.01 1.95 0.133
H -0.49 -2.30 3.04 0.204
H -2.09 -1.24 4.24 0.388
H 1.24 -1.05 0.10 -0.075
H 1.71 1.45 -0.08 0.326
H 2.63 2.30 0.83 0.301
O 2.14 1.47 0.85 -0.629
H 0.37 3.13 -1.44 0.427
H 1.43 2.29 -2.26 0.250
O 1.28 2.66 -1.37 -0.760
H -1.82 1.61 0.84 0.404
H -1.01 2.25 1.93 0.318
O -1.78 2.42 1.45 -0.776
H -1.44 3.20 -0.66 0.414
H -1.64 2.74 -2.14 0.417
O -1.23 3.45 -1.62 -0.780
H 1.89 -2.06 -2.08 0.316
H 0.42 -2.18 -2.23 0.391
O 1.20 -2.55 -2.63 -0.720
H 1.81 -0.27 -3.96 0.360
H 1.30 0.16 -2.54 0.454
O 1.92 0.41 -3.27 -0.778
H 3.06 -0.44 -2.18 0.435
H 3.19 -0.18 -0.62 0.299
O 3.13 -0.87 -1.24 -0.747
H -2.60 -1.53 -0.23 0.283
H -3.72 -2.44 -0.30 0.233
O -2.84 -2.31 -0.22 -0.551
H -2.78 0.93 -1.16 0.429
H -1.83 0.74 -2.15 0.360
O -2.71 1.15 -2.08 -0.871
H 2.94 -3.18 0.44 0.308
H 1.49 -3.43 0.58 0.311
O 2.23 -3.34 1.08 -0.623